[1]
# C35H94N2O11

A 11-piece molecular cluster, C35H94N2O11 overall (wB97M-V/def2-TZVPD, the Open Molecules 2025 dataset).

## Properties
- SMILES string = COC[C@H](C)N.COC[C@H](C)N.CC(C)O.CC(C)O.CC(C)O.CC(C)O.CC(C)O.CC(C)O.CC(C)O.CC(C)O.CC(C)O
- gap between HOMO and LUMO (eV) = 9.818
- calculated total energy (eV) = -63319.1824
- energy relative to the best compared isomer or geometry (same formula, charge and spin) (kJ/mol) = 128.4
- molecular weight (u) = 719.14

Geometry as XYZ:
```
142
Properties=species:S:1:pos:R:3:forces:R:3
C -5.67461 3.76441 -5.76424 -1.0 -0.8 0.9
C -4.77380 4.04826 -4.56759 1.9 -0.2 -0.5
C -4.75539 2.84520 -3.62157 0.8 0.4 0.6
O -3.37342 4.29019 -4.96038 -0.4 0.5 -0.2
H -5.31069 3.02513 -6.51668 0.0 0.5 0.9
H -5.98899 4.66026 -6.27252 0.0 0.4 -0.3
H -6.58323 3.35179 -5.24838 0.4 0.2 -1.0
H -5.07532 4.95257 -4.02234 -0.4 -0.3 -0.1
H -4.36735 1.92274 -4.01637 0.0 -0.3 -1.0
H -5.74025 2.63656 -3.25237 -0.6 0.0 0.2
H -4.09630 2.96889 -2.75859 -0.1 0.6 0.1
H -3.24512 5.18062 -5.36572 -0.5 -1.1 0.5
C 3.92642 -0.76988 1.59366 0.3 -1.1 3.0
C 5.21442 -0.67433 0.80789 0.3 0.4 -0.6
C 5.02299 -1.20727 -0.60395 -2.3 0.5 -0.2
O 5.60518 0.72640 0.70875 0.0 -0.3 0.2
H 3.59017 -1.82570 1.57690 -0.3 0.6 -0.4
H 3.12402 -0.05242 1.35765 0.5 -0.4 -0.3
H 4.12069 -0.67488 2.73662 -0.1 0.3 -1.8
H 6.04043 -1.24783 1.25000 -0.3 0.2 0.4
H 4.28988 -0.49571 -1.07523 0.8 -0.5 0.0
H 4.48279 -2.17803 -0.61365 0.5 0.4 0.3
H 5.88391 -1.31926 -1.22725 0.7 0.2 -0.1
H 5.70903 1.06868 1.61246 0.0 -0.2 -0.4
C 3.30664 4.72873 4.09818 1.7 -0.3 -0.2
C 2.56101 3.47594 3.75237 -2.5 -0.4 -0.4
C 3.47509 2.34571 3.42752 0.2 -1.6 -0.2
O 1.75447 3.00947 4.83611 -1.3 0.4 0.3
H 2.78086 5.66011 4.04418 -0.6 0.4 -0.2
H 4.14168 4.72625 3.37848 -0.1 0.6 0.1
H 3.79591 4.69140 5.08463 -0.4 -0.3 -0.2
H 1.82948 3.64131 2.90610 1.0 0.1 0.4
H 4.17000 2.23925 4.25085 0.5 -0.1 0.1
H 3.98065 2.41319 2.48575 0.7 0.8 -0.5
H 3.01118 1.34997 3.29229 -0.5 0.7 0.5
H 0.78617 3.23442 4.67671 1.2 -0.5 0.1
C -0.15494 1.48575 7.52907 0.5 -0.6 0.1
C 0.74379 0.27731 7.27469 -0.2 0.6 0.2
C 0.05933 -0.69944 6.35089 1.0 -1.3 0.9
O 1.95512 0.66674 6.71953 1.4 -0.3 0.3
H 0.36575 2.01808 8.29685 -0.1 0.8 0.5
H -1.10056 1.10826 7.90511 -0.3 0.4 0.0
H -0.25116 2.12669 6.64353 -0.1 -0.4 0.2
H 1.11342 -0.07973 8.24413 -0.9 -0.7 0.0
H 0.78463 -1.53664 6.18055 -0.8 0.5 -0.1
H -0.10969 -0.16537 5.42949 -0.3 0.0 -0.5
H -0.86391 -1.07320 6.80424 0.0 0.0 -0.4
H 1.78730 1.18734 5.95397 0.0 1.1 -1.2
C -0.66868 -3.66101 1.89564 -0.5 -1.2 -1.4
C -1.85803 -4.05010 0.96783 0.0 0.4 0.0
C -2.65085 -5.26732 1.38578 -0.6 0.2 0.3
O -2.76579 -2.96217 1.01753 0.9 0.7 1.0
H 0.04223 -4.50580 1.91825 -0.2 0.4 0.1
H -1.08266 -3.51001 2.88077 0.1 0.3 0.4
H -0.15617 -2.78070 1.49553 -0.2 -0.1 0.3
H -1.56094 -4.21094 -0.07174 0.5 0.2 -0.1
H -2.83461 -5.18009 2.44910 -0.2 -0.1 0.4
H -2.21791 -6.23940 1.20501 0.3 -0.2 -0.3
H -3.63258 -5.18090 0.88640 0.4 -0.4 0.1
H -3.41933 -2.98320 0.32400 -0.6 -0.1 -0.6
C 4.43611 4.46618 -1.16847 -1.3 -0.2 0.1
C 3.86884 3.19069 -1.77509 -0.5 -0.7 0.1
C 4.92764 2.37096 -2.54841 -1.7 -0.9 1.5
O 3.29313 2.36103 -0.71612 -0.5 0.8 -1.1
H 5.27920 4.24997 -0.54528 0.6 -0.3 0.5
H 3.63457 4.91925 -0.54767 0.6 0.0 -0.4
H 4.78042 5.13677 -1.93900 -0.1 0.4 -0.3
H 2.98311 3.41961 -2.40904 0.7 0.0 0.2
H 5.64099 1.99970 -1.79218 -0.2 -0.1 -0.5
H 5.42707 2.99775 -3.21969 0.8 0.9 -1.2
H 4.41867 1.53239 -3.08379 0.6 0.5 0.4
H 4.02589 1.99866 -0.24241 1.0 -0.7 0.8
C 1.21388 -4.69093 -2.90817 -0.3 -0.9 -0.6
C 2.19619 -5.60030 -2.10742 -0.2 0.8 1.1
C 1.91973 -7.08365 -1.94775 -0.9 -1.0 -1.2
O 3.53894 -5.43180 -2.52197 0.6 0.3 -0.2
H 1.06718 -4.91250 -4.00356 0.5 -0.2 1.0
H 1.60658 -3.69349 -2.83267 0.3 0.5 -0.1
H 0.18597 -4.61653 -2.51386 0.4 -0.4 0.2
H 2.22161 -5.14820 -1.08942 -0.2 -0.3 -0.4
H 2.58153 -7.62661 -1.23724 -0.2 0.8 -0.5
H 2.02833 -7.57437 -2.96586 -0.1 0.4 1.1
H 0.87468 -7.25121 -1.61559 0.5 0.1 -0.2
H 3.61581 -5.33530 -3.47285 -0.2 -0.1 -0.2
C -4.47766 -0.14180 -0.54890 0.9 0.6 1.4
C -4.78433 -1.23280 -1.47206 -0.4 -2.8 0.4
C -3.80109 -1.50131 -2.52121 0.9 -0.3 -1.0
O -4.82702 -2.48902 -0.69928 0.3 2.1 1.8
H -4.21354 0.75476 -1.09495 0.0 0.3 -0.1
H -3.64207 -0.38550 0.12533 0.0 -0.1 -0.6
H -5.26397 0.05678 0.15322 -0.8 0.2 0.0
H -5.72752 -1.13774 -1.95584 -1.2 0.4 -0.1
H -4.13535 -2.32709 -3.16662 0.0 0.3 0.0
H -2.87294 -1.84467 -2.05748 0.2 0.5 -0.2
H -3.70601 -0.59401 -3.10432 0.6 0.1 -0.4
H -5.15687 -3.20023 -1.18875 -0.9 -1.4 -1.5
C -1.07610 -0.38163 -0.07529 -0.7 1.1 -0.5
C 0.35457 -0.11153 0.22624 0.6 -0.6 -2.8
C 1.16079 -1.10992 -0.64981 0.3 0.8 0.0
O 0.55353 1.23429 -0.22670 0.3 -0.1 0.5
H -1.38518 -1.39781 0.06785 -0.2 -0.4 0.4
H -1.19836 -0.14046 -1.14173 -0.1 -0.1 0.1
H -1.71626 0.33137 0.46179 0.1 -0.4 0.0
H 0.61460 -0.27148 1.22913 0.3 0.2 1.8
H 0.83111 -2.13904 -0.52637 -0.4 0.0 -0.2
H 2.22190 -1.14250 -0.44910 0.3 0.3 0.3
H 1.07335 -0.74331 -1.68001 -0.3 -0.4 0.0
H 1.49163 1.45858 -0.31673 0.1 0.0 0.0
C 0.75145 -2.78462 -5.81886 0.0 0.5 -0.5
C -0.16666 -2.03276 -4.88492 0.8 0.2 1.3
C 0.11316 -0.51854 -5.02192 -2.8 0.1 -0.9
O -0.72931 0.18287 -4.10922 0.0 -1.7 0.1
C -0.65625 1.56319 -4.15921 -0.5 0.9 -0.9
N -1.55089 -2.44379 -5.12991 1.2 0.4 -2.2
H 0.37754 -3.76217 -6.03249 -0.4 -0.7 -0.1
H 1.71704 -2.91451 -5.38821 0.9 0.0 0.3
H 0.87388 -2.26870 -6.78189 -0.1 0.0 0.2
H 0.06013 -2.29402 -3.82760 0.0 0.1 -0.5
H -0.21919 -0.20876 -6.06907 0.6 -0.3 0.8
H 1.12111 -0.23962 -4.86832 1.4 0.1 0.1
H -1.58147 1.94344 -3.66067 0.9 0.0 -0.4
H -0.61374 1.90478 -5.23148 -0.3 0.0 0.8
H 0.25347 1.92106 -3.68313 0.1 0.3 0.3
H -1.61050 -2.20116 -6.15236 -0.8 -0.5 1.1
H -2.10028 -1.76799 -4.65749 -1.0 0.7 0.5
C -1.03547 3.23372 2.00012 -0.6 1.4 -0.2
C -1.87892 2.92380 3.26141 0.0 0.1 -0.6
C -2.24515 1.45217 3.19570 -1.3 -0.1 1.1
O -3.08575 1.07824 4.33685 0.7 0.5 -0.6
C -3.73179 -0.18647 4.23569 -1.1 1.0 0.5
N -1.12167 3.30198 4.48307 -1.1 -1.3 0.3
H -0.48897 4.16773 2.18510 -0.1 0.0 -0.1
H -1.68710 3.44935 1.13146 0.1 -0.2 0.4
H -0.30539 2.53107 1.62918 0.1 -0.7 0.4
H -2.84369 3.50870 3.16066 0.9 -0.5 0.3
H -1.36925 0.81253 3.19383 0.3 -0.1 -0.2
H -2.82094 1.35198 2.25431 0.2 -0.3 0.3
H -3.69170 -0.51354 3.21354 0.1 -0.7 -0.4
H -4.79738 -0.04016 4.51978 0.4 0.1 -0.4
H -3.39897 -0.92122 4.96861 0.7 -0.1 -0.3
H -1.11304 4.30083 4.52933 -0.1 0.7 0.2
H -1.64994 2.95221 5.31673 0.6 0.5 -1.0
```
Forces are in eV/Å.

Here are the Mulliken charges for atoms 1 to 5, given in e:
1. C -1.18
2. C 0.37
3. C -1.26
4. O -0.54
5. H 0.27

***

[2]
# C5H6O2

A 2-piece molecular cluster, C5H6O2 overall (wB97M-V/def2-TZVPD, the Open Molecules 2025 dataset).

## Properties
- gap between HOMO and LUMO (eV) = 9.626
- calculated total energy (eV) = -9374.8515
- energy relative to the best compared isomer or geometry (same formula, charge and spin) (kJ/mol) = 216.5
- molecular weight (u) = 98.10

Geometry as XYZ:
```
13
Properties=species:S:1:pos:R:3:forces:R:3
O -1.72530 -0.23193 1.52721 0.0 -0.3 -0.1
C -0.76272 0.67940 1.22754 0.3 0.2 -0.1
C 0.27306 0.45950 0.43781 -0.1 0.1 0.1
C 1.06940 -0.48609 -0.35673 0.1 -0.2 -0.1
C 1.50881 0.96069 -0.16356 0.1 0.3 0.1
C -2.00568 -1.50131 -1.26407 -0.1 0.3 -1.4
O -2.07438 -1.23144 -2.36399 0.1 -0.3 1.3
H -0.94360 1.62747 1.73109 0.1 -0.1 -0.2
H 0.74595 -0.77517 -1.35347 0.0 0.1 0.1
H 1.66368 -1.24502 0.14454 -0.2 0.0 0.1
H 1.45148 1.61351 -1.03297 0.0 -0.1 0.2
H 2.36023 1.14385 0.48906 -0.1 0.0 -0.1
H -1.56094 -1.01347 0.97754 -0.1 0.1 0.2
```
Forces are in eV/Å.

Here are the natural (NBO) charges for atoms 1 to 5, given in e:
1. O -0.68
2. C 0.16
3. C -0.16
4. C -0.44
5. C -0.41

***

[3]
# C3H2LiO3Sc

C3H2LiO3Sc as an isolated structure (wB97M-V/def2-TZVPD, the Open Molecules 2025 dataset).

## Properties
- gap between HOMO and LUMO (alpha / beta) (eV) = 4.105 / 4.126
- <S²> = 0.7535
- calculated total energy (eV) = -30178.2273
- energy relative to the best compared isomer or geometry (same formula, charge and spin) (kJ/mol) = 304.4
- total charge = +1
- multiplicity = 2
- molecular weight (u) = 137.94

Geometry as XYZ:
```
10
Properties=species:S:1:pos:R:3:forces:R:3
O 0.00035 -0.29994 2.32340 -3.5 4.6 0.0
O -0.45421 -0.43252 -0.29798 -1.7 -1.1 -0.6
C -0.76594 -0.60895 -1.58408 1.3 0.7 0.7
C 0.68052 0.39309 0.06886 0.4 1.2 2.1
O -0.04304 -0.10592 -2.46284 -0.9 -0.6 -0.2
C 0.72105 0.49592 1.46115 3.4 -1.6 -3.8
Sc -2.60036 -1.93519 -1.90342 1.0 0.7 0.3
H -0.59243 0.68566 2.22855 0.8 -4.2 1.7
H 1.64330 0.89260 1.92116 -0.6 0.4 -0.4
Li 1.41076 0.91526 -1.75482 -0.1 0.0 0.2
```
Forces are in eV/Å.

Here are the natural (NBO) charges for atoms 1 to 5, given in e:
1. O -0.67
2. O -0.56
3. C 0.23
4. C -0.39
5. O -0.77